# 1
Density functional theory data (ωB97M-V/def2-TZVPD) for a molecular structure, C23H42Cl3N2O4SiZn.

```
76
C23H42Cl3N2O4SiZn (ωB97M-V/def2-TZVPD)
C 2.3563 -2.7159 -2.2764
C 1.8925 -1.7559 -3.3156
H 1.7523 -3.6351 -2.2437
H 2.3108 -2.2579 -1.2788
H 3.3917 -3.0469 -2.4613
C 1.7931 -2.1169 -4.6167
C 2.0413 -3.4846 -5.1452
H 1.6289 -1.3618 -5.3799
H 1.4971 -4.2640 -4.5929
H 3.1123 -3.7335 -5.1395
H 1.7184 -3.5133 -6.1937
Zn 2.3486 0.3796 0.5570
Cl 3.2834 0.9550 2.5559
Cl 3.9402 0.4807 -1.0146
C 0.8925 2.8743 1.7247
O 0.7735 1.7547 1.1649
N -0.1465 3.6222 2.1286
C -1.4859 3.0556 2.2608
C -0.0056 5.0701 2.1773
H 1.8848 3.3279 1.9051
H -1.5387 2.4710 3.1896
H -1.7575 2.4430 1.3951
H -2.1818 3.8912 2.3324
H 0.9545 5.3225 2.6306
H -0.8279 5.4994 2.7560
H -0.0359 5.5089 1.1695
H -0.0330 -3.7712 3.6370
H -1.0645 -3.4855 0.9035
C -1.0407 -4.2169 3.6467
C -2.0016 -3.7922 1.3955
N -1.9529 -3.4604 2.8074
H -1.4212 -4.2348 4.6769
C -2.5686 -2.3510 3.2888
O -3.1846 -1.5235 2.6170
H -2.8526 -3.2812 0.9281
H -2.4567 -2.2641 4.3926
H -0.9771 -5.2344 3.2536
H -2.0912 -4.8842 1.3117
O 0.8819 -0.2427 -1.6581
C 1.6374 -0.3278 -2.8614
C 0.0349 0.3118 -4.7491
C 1.1350 0.6205 -3.9396
H -0.4390 -0.6686 -4.6471
C -0.4249 1.2436 -5.6909
H 2.6399 0.0164 -2.4844
C 1.7988 1.8335 -4.0984
H -1.3080 0.9877 -6.2841
C 0.2412 2.4563 -5.8529
C 1.3626 2.7479 -5.0674
H 2.6571 2.0206 -3.4496
H -0.1318 3.1798 -6.5811
H 1.8897 3.6934 -5.1950
Si -0.6611 0.2820 -1.1973
Cl 1.1091 -1.7521 0.6726
C -2.0078 -0.2022 -2.4325
C -0.5103 2.1493 -1.4595
C -1.4761 -0.3511 0.3411
H -2.0882 0.5038 -3.2684
H -2.9694 -0.2094 -1.8991
H -1.7984 -1.2057 -2.8129
H -1.2463 -1.4071 0.5011
H -2.5639 -0.2722 0.2275
H -1.1767 0.1794 1.2474
H -0.8003 2.4071 -2.4948
H 0.5139 2.5197 -1.2947
H -1.1898 2.6772 -0.7713
C -1.3262 0.2823 6.7570
C -0.5123 1.0022 5.7048
C 0.8154 0.3551 5.4020
O -0.8960 2.0308 5.1465
H -0.7942 0.3096 7.7174
H -1.4687 -0.7704 6.4769
H -2.2945 0.7769 6.8590
H 0.6505 -0.6746 5.0580
H 1.3441 0.9004 4.6146
H 1.4252 0.3254 6.3155
```

Total energy in hartree: -4761.70765
Frontier orbital gap in eV: 8.0
ΔE to the lowest compared entry with this formula, charge and spin in eV: 0.811
LUMO energy in Ha: 0.093
HOMO energy in Eh: -0.2026
Net charge: -1
M in g/mol: 610.43
F_max in Eh/bohr: 0.03619

Here are the Mulliken charges for atoms 1 to 8, given in e: number 1, C, carries -1.259; number 2, C, carries 0.554; number 3, H, carries 0.288; number 4, H, carries -0.079; number 5, H, carries 0.304; number 6, C, carries -0.106; number 7, C, carries -1.445; number 8, H, carries 0.436

# 2
Density functional theory data (ωB97M-V/def2-TZVPD) for a molecular structure, C23H42CuN5S3SbSi4.

```
79
C23H42CuN5S3SbSi4 (ωB97M-V/def2-TZVPD)
Cu -1.7071 0.8427 -0.6249
S -1.4914 -0.9980 -1.9165
C -0.5921 0.0080 -2.9898
S -0.0261 1.4164 -2.2377
C -0.4042 -0.3830 -4.2985
C 0.2976 0.4428 -5.1995
N 0.9136 1.1461 -5.8651
C -1.0284 -1.5249 -4.8396
N -1.4793 -2.4686 -5.2935
C 0.2960 2.7306 1.5350
C -0.9255 3.4765 1.0201
C -1.2160 4.8016 1.3281
C -2.4011 5.3424 0.8163
C -3.1439 4.6138 -0.0800
C -2.7035 3.3188 -0.4546
N -1.6319 2.8046 0.1461
N -3.2719 2.4952 -1.3277
Si -4.1872 2.7680 -2.7635
C -6.0449 3.1560 -2.5319
C -3.5010 4.2875 -3.5710
C -4.0289 1.2095 -3.8055
H 0.0378 1.7671 1.9820
H 0.8485 3.2700 2.2808
H 0.9510 2.5884 0.6821
H -0.5604 5.3182 2.0033
H -2.6757 6.3691 1.0770
H -4.0583 5.0242 -0.4204
H -6.1307 4.1046 -1.9528
H -6.6773 2.4749 -2.0005
H -6.5663 3.3980 -3.4809
H -3.7126 5.2116 -3.0039
H -3.8790 4.4708 -4.5856
H -2.4228 4.1962 -3.6845
H -4.3445 0.3344 -3.2138
H -3.0209 1.0545 -4.2084
H -4.7245 1.3925 -4.6407
C 1.4123 -0.7045 4.7827
Si 1.4124 -2.0664 3.4558
C 2.9783 -3.1531 3.8000
C -0.0794 -3.1831 3.6646
Sb 1.4405 -1.1113 1.0992
Si 1.0003 -3.3700 -0.2270
C 1.5135 -3.0302 -2.0206
C 1.9322 -4.8022 0.5292
C -0.8267 -3.7663 0.0727
Si 3.9845 -0.7044 1.0057
C 4.9320 -0.4365 2.6507
C 5.0173 -1.9247 0.0237
C 4.1592 0.8140 -0.0828
H 1.5092 -1.2522 5.7286
H 0.4618 -0.0768 4.8913
H 2.1919 0.0099 4.7000
H 2.8046 -4.1852 3.4806
H 3.3163 -3.0836 4.8383
H 3.8261 -2.8700 3.1191
H -0.1509 -3.5423 4.6659
H 0.0194 -4.0388 2.9574
H -0.9892 -2.6492 3.4355
H 2.5222 -3.3977 -1.9852
H 1.4636 -1.9802 -2.3643
H 0.9359 -3.6315 -2.7723
H 2.9841 -4.6106 0.6020
H 1.7282 -5.7263 -0.0099
H 1.5755 -4.8425 1.5259
H -1.4368 -3.5133 -0.7791
H -1.1968 -3.2795 1.0162
H -0.9732 -4.8503 0.2530
H 4.8717 -1.3656 3.2752
H 4.4946 0.2709 3.3582
H 5.9396 -0.0618 2.4970
H 5.1085 -2.8984 0.5556
H 6.0482 -1.5356 -0.1855
H 4.6062 -2.1645 -0.9422
H 3.4749 1.6630 0.2193
H 3.9025 0.5596 -1.1163
H 5.2211 0.9886 -0.0991
S -3.0700 -0.8385 3.4983
C -2.5840 -0.2469 2.0213
N -2.2686 0.1270 0.9816
```

Total energy in hartree: -5408.89506
Expectation value of S²: 0.755
2S+1: 2
Frontier orbital gap in eV: 6.4
ΔE to the lowest compared entry with this formula, charge and spin in eV: 0.274
LUMO energy in Ha: 0.152
HOMO energy in Eh: -0.0834
Net charge: -2
M in g/mol: 782.48
F_max in Eh/bohr: 0.04177

Here are the Mulliken charges for atoms 1 to 8, given in e: number 1, Cu, carries 0.385; number 2, S, carries -0.468; number 3, C, carries 1.179; number 4, S, carries -0.612; number 5, C, carries 0.519; number 6, C, carries -0.131; number 7, N, carries -0.680; number 8, C, carries -0.256

# 3
Density functional theory data (ωB97M-V/def2-TZVPD) for C23H42FI2N4O7PS2 in the gas phase.

```
82
C23H42FI2N4O7PS2 (ωB97M-V/def2-TZVPD)
C 0.7538 1.1821 4.5229
C 1.7796 1.4397 3.4091
C 1.2756 2.1404 2.1459
I 0.3473 3.9998 2.8212
C 0.2489 1.4010 1.2499
O -0.3760 2.3450 0.3652
S 0.6381 3.1242 -0.6368
O -0.2618 3.9023 -1.4430
O 0.9793 1.8645 -1.6131
C 2.1672 1.0454 -1.4790
C 2.0850 0.4019 -2.9004
N 3.2154 -0.2687 -3.5014
C 3.4222 1.9256 -1.4794
C 3.4632 2.9785 -2.5712
F 3.5893 2.5981 -0.2587
C 2.0637 0.0059 -0.2370
C 3.2909 0.1198 0.6867
O 3.3709 -1.0032 1.5360
C 4.5998 -1.1092 2.2019
O 4.9106 -2.4524 2.3580
C 5.9394 -2.9454 1.5136
C 5.6878 -4.4109 1.2149
O 6.9109 -4.9887 0.7648
P 2.3874 -1.7662 -0.8741
N 3.8969 -1.9630 -1.2807
C 0.6566 0.0851 0.4975
I 0.3790 -1.4426 2.1083
C -0.4351 -0.3980 -0.4987
C -1.9183 -0.0801 -0.2073
C -2.5453 0.9800 -1.1296
C -4.0303 0.6869 -1.4001
C -4.8531 0.7096 -0.1086
C -6.3466 0.9403 -0.3451
C -7.1158 -0.3812 -0.5520
S -8.3391 -0.1821 -1.8824
C -9.7147 -1.0448 -1.2711
N -9.9436 -2.3136 -1.3092
N -11.1825 -2.5059 -0.7212
C -11.5961 -1.3352 -0.3891
O -10.7358 -0.3566 -0.6936
H 1.0066 0.2455 5.0155
H 0.8210 1.9630 5.2734
H -0.2642 1.1090 4.1544
H 2.5368 2.1075 3.8209
H 2.2839 0.5181 3.1355
H 2.1266 2.5118 1.5947
H -0.5742 1.1290 1.9025
H 1.1893 -0.2192 -2.9369
H 1.8164 1.2468 -3.5318
H 3.5234 0.1694 -4.3512
H 3.9876 -0.5400 -2.9149
H 4.3148 1.3163 -1.5960
H 4.3103 3.6213 -2.3416
H 3.6434 2.5301 -3.5418
H 2.5749 3.6024 -2.5883
H 3.3204 1.0399 1.2521
H 4.1802 0.1145 0.0561
H 5.3858 -0.5906 1.6435
H 4.5313 -0.6697 3.1999
H 5.9916 -2.3954 0.5731
H 6.8985 -2.8843 2.0303
H 4.9232 -4.5293 0.4453
H 5.3408 -4.9278 2.1074
H 6.8040 -5.2526 -0.1487
H 1.4613 -2.0211 -1.8901
H 2.0225 -2.6402 0.1477
H 4.3202 -2.6551 -0.6777
H -0.3671 -1.4818 -0.5434
H -0.2116 -0.0421 -1.4994
H -2.4783 -0.9976 -0.3991
H -2.0968 0.1558 0.8381
H -2.0318 0.9725 -2.0897
H -2.4978 1.9689 -0.6869
H -4.0860 -0.3136 -1.8367
H -4.4111 1.4187 -2.1090
H -4.7118 -0.2288 0.4269
H -4.4773 1.5160 0.5238
H -6.4810 1.5468 -1.2402
H -6.8108 1.4843 0.4741
H -6.4171 -1.1496 -0.8735
H -7.5888 -0.7146 0.3649
H -12.5327 -1.1039 0.0831
```

Total energy in hartree: -3480.09822
Frontier orbital gap in eV: 8.9
LUMO energy in Ha: -0.005
HOMO energy in Eh: -0.3319
Net charge: 0
M in g/mol: 854.52
F_max in Eh/bohr: 0.01676

Here are the Mulliken charges for atoms 1 to 8, given in e: number 1, C, carries -1.595; number 2, C, carries 0.223; number 3, C, carries -1.489; number 4, I, carries 0.089; number 5, C, carries 0.026; number 6, O, carries -0.322; number 7, S, carries 0.530; number 8, O, carries -0.677